# 1
19
Properties=species:S:1:pos:R:3:lowdin_charge:R:1 method="wB97M-V/def2-TZVPD" homo_lumo_gap_ev=10.8 e_homo_ev=-14.21 smiles=CO[C@]1(N)C[NH2+][C@@H]1O multiplicity=1 e_tot_ev=-11392.9627 largest_force_ev_per_a=3.7 charge=+1 relative_energy_kj_mol=305.0
C 1.31268 -1.96289 0.25023 0.00
O 0.73802 -0.90535 -0.53460 -0.16
C 0.36834 0.27019 0.09602 -0.49
N 1.31592 1.06644 0.77102 0.14
C -1.04737 0.11773 0.87804 -0.01
N -1.77938 0.81030 -0.23604 0.11
C -0.44695 1.08364 -1.06135 -0.22
O -0.54387 0.56827 -2.28121 0.09
H 0.49857 -2.14858 1.03813 0.12
H 2.37158 -1.65807 0.45591 0.12
H 1.30619 -2.74347 -0.41698 0.07
H 1.52444 0.84202 1.69556 0.08
H 2.18212 1.18160 0.21157 0.14
H -1.27097 -0.99339 0.99826 0.14
H -1.15620 0.70234 1.81748 0.14
H -2.65105 0.35393 -0.71975 0.23
H -2.23114 1.64545 0.28333 0.21
H -0.12653 2.12634 -1.19348 0.17
H -0.36441 -0.35651 -2.05213 0.11

***

# 2
14
Properties=species:S:1:pos:R:3:lowdin_charge:R:1 method="wB97M-V/def2-TZVPD" homo_lumo_gap_ev=10.4 e_homo_ev=-9.38 multiplicity=1 e_tot_ev=-7360.5510 largest_force_ev_per_a=0.3 relative_energy_kj_mol=164.4
C 1.86969 -0.20852 0.49696 -0.01
C 1.22171 0.86768 0.04851 -0.18
C -0.16648 1.21498 0.42245 -0.12
C -1.25724 0.46670 0.24779 -0.08
C -1.39859 -0.86634 -0.44961 -0.27
O -0.42101 -1.19052 -1.40369 -0.07
H 2.89174 -0.42509 0.19846 0.06
H 1.39983 -0.90120 1.19389 0.08
H 1.74443 1.57198 -0.60132 0.11
H -0.28864 2.19262 0.88990 0.10
H -2.19949 0.85479 0.63703 0.10
H -2.34577 -0.85662 -0.99951 0.12
H -1.49945 -1.65390 0.31946 0.12
H 0.44928 -1.06655 -1.00033 0.04

***

# 3
13
Properties=species:S:1:pos:R:3:lowdin_charge:R:1 method="wB97M-V/def2-TZVPD" homo_lumo_gap_ev=8.9 e_homo_ev=-8.42 multiplicity=1 e_tot_ev=-22890.0320 largest_force_ev_per_a=4.9 relative_energy_kj_mol=383.0
C -1.62820 -0.67923 -0.17195 -0.24
C -0.91137 0.43464 0.00263 -0.14
C 1.24860 0.58970 -0.05005 -0.31
C 1.95793 -0.67820 -0.03655 -0.53
O 1.54155 1.73638 -0.01270 0.10
O -2.95273 -0.82381 -0.14410 0.01
O -1.29942 1.74140 -0.11485 -0.01
Cl 3.75253 -0.39123 0.04824 0.53
H -1.17242 -1.57996 -0.17020 0.07
H 1.58751 -1.26086 0.94749 0.14
H 1.92769 -1.44941 -0.92150 0.12
H -3.36339 0.00501 0.25842 0.15
H -0.68828 2.35558 0.36512 0.11

***

# 4
18
Properties=species:S:1:pos:R:3:lowdin_charge:R:1 method="wB97M-V/def2-TZVPD" homo_lumo_gap_ev=8.3 e_homo_ev=-7.53 smiles=Cc1ncn2c1NCC2 multiplicity=1 e_tot_ev=-10835.6559 largest_force_ev_per_a=5.9 relative_energy_kj_mol=190.2
C 2.55577 -1.11963 -0.02851 -0.06
C 1.53273 0.00956 -0.00997 -0.28
N 1.86719 1.41722 -0.00877 0.09
C 0.73683 1.95312 -0.14900 -0.23
N -0.38516 1.08075 -0.00460 -0.01
C 0.15506 -0.18107 -0.17035 -0.27
N -0.77063 -1.21037 -0.31358 0.05
C -2.07711 -0.63743 0.14746 -0.14
C -1.87521 0.91104 -0.10952 -0.10
H 2.73387 -1.44203 1.16925 0.13
H 3.43638 -1.09369 -0.62520 0.04
H 1.84336 -1.90887 -0.40466 0.06
H 0.72072 3.09515 0.08418 0.14
H -0.71153 -2.06775 0.10700 0.08
H -2.92638 -1.02733 -0.58773 0.15
H -2.33597 -0.72020 1.26304 0.13
H -2.24414 1.25663 -1.00344 0.07
H -2.25577 1.68490 0.64440 0.14

***

# 5
17
Properties=species:S:1:pos:R:3:lowdin_charge:R:1 method="wB97M-V/def2-TZVPD" homo_lumo_gap_ev=9.6 e_homo_ev=-8.76 multiplicity=1 e_tot_ev=-9796.2886 largest_force_ev_per_a=6.8 relative_energy_kj_mol=499.6
C -0.87597 -1.52952 0.42070 -0.18
N 0.23674 -2.06994 0.33245 0.00
N 1.24628 -1.59837 -0.48494 0.00
C 1.82342 -0.47086 -0.45366 -0.15
C 1.49444 0.65087 0.61612 -0.17
N 0.32312 1.25342 -0.20271 -0.12
C -1.17454 0.91714 -0.02147 -0.28
C -1.49066 -0.40801 -0.52881 -0.19
H -1.55191 -2.16597 1.03279 0.11
H 2.60286 -0.35141 -1.07273 0.06
H 2.30659 1.44888 0.33824 0.11
H 1.23797 0.47933 1.82604 0.16
H 0.58546 2.40451 -0.16092 0.17
H -1.62591 1.70529 -0.54509 0.07
H -1.70162 1.08200 1.08873 0.16
H -2.55444 -0.73994 -0.64371 0.11
H -0.88183 -0.60742 -1.54106 0.15

***

# 6
79
Properties=species:S:1:pos:R:3:lowdin_charge:R:1 method="wB97M-V/def2-TZVPD" homo_lumo_gap_ev="8.5 / 8.5" e_homo_ev="-8.31 / -8.45" multiplicity=1 e_tot_ev=-186339.1308 largest_force_ev_per_a=1.0 relative_energy_kj_mol=35.8
Ni -0.44403 -1.19878 0.09049 0.24
C -2.35155 -1.54093 -4.35711 -0.17
Si -2.24169 -1.18107 -2.50922 0.44
C -2.90116 -2.74973 -1.68429 -0.19
C -3.37662 0.29065 -2.18322 -0.21
C -0.47194 -0.87944 -1.93709 -0.39
C 0.28300 -2.15889 -2.05659 -0.38
C 0.79330 -2.82850 -3.16822 -0.02
C 1.39862 -4.06014 -2.97906 -0.05
C 1.48843 -4.60565 -1.70421 -0.05
C 0.97012 -3.89320 -0.63854 -0.07
N 0.39520 -2.70668 -0.83644 0.06
Si 0.45371 0.56068 -2.69546 0.46
C 2.16375 0.66627 -1.91256 -0.16
C -0.50445 2.16757 -2.54854 -0.16
C 0.80754 0.37255 -4.54257 -0.17
H -3.35797 -1.90750 -4.58646 0.04
H -1.64386 -2.31094 -4.67319 0.02
H -2.17974 -0.64984 -4.96269 0.02
H -3.99557 -2.75049 -1.69572 0.04
H -2.57422 -2.89468 -0.65356 0.00
H -2.57193 -3.62653 -2.24913 0.04
H -4.37633 -0.05003 -1.89880 0.03
H -3.48069 0.89030 -3.09084 0.03
H -3.01050 0.94843 -1.39403 -0.02
H 0.69725 -2.39316 -4.15234 0.10
H 1.79516 -4.60204 -3.82908 0.11
H 1.94601 -5.57016 -1.53607 0.10
H 0.99331 -4.23924 0.38846 0.09
H 2.15682 0.56700 -0.82521 -0.01
H 2.65356 1.61027 -2.16875 0.04
H 2.78728 -0.14445 -2.30311 0.04
H -1.00285 2.29308 -1.58716 0.01
H -1.26900 2.21477 -3.32972 0.04
H 0.16625 3.01924 -2.68988 0.04
H 1.50378 -0.43851 -4.76456 0.02
H 1.27754 1.29911 -4.88996 0.04
H -0.09404 0.22404 -5.13701 0.02
F -3.59458 0.92387 5.87912 0.14
C -2.74365 0.91810 4.85847 -0.13
C -1.50626 1.51187 4.97451 -0.13
F -1.15122 2.10324 6.11310 0.14
C -0.63818 1.49934 3.89483 -0.20
F 0.52854 2.12658 4.07370 0.11
C -0.94177 0.88539 2.69224 -0.29
P 0.21434 0.83964 1.24469 1.15
C 0.17101 2.60937 0.78128 -0.35
C -1.02584 3.31854 0.90707 -0.09
C -1.12381 4.62723 0.45941 -0.07
C -0.02802 5.24867 -0.12154 -0.08
C 1.16408 4.55235 -0.25496 -0.07
C 1.26320 3.24054 0.18668 -0.11
C 1.91877 0.59106 1.87541 -0.33
C 2.50347 -0.66095 1.67529 -0.09
C 3.80772 -0.90879 2.07596 -0.06
C 4.55596 0.09838 2.66571 -0.07
C 3.99488 1.35628 2.84355 -0.07
C 2.68924 1.60249 2.45099 -0.10
C -2.21408 0.31538 2.59533 -0.53
Br -2.84301 -0.48302 1.00628 1.06
C -3.09711 0.32901 3.65645 -0.26
F -4.30778 -0.22111 3.55460 0.08
H -1.89217 2.84696 1.35650 0.10
H -2.06003 5.16052 0.56697 0.11
H -0.10352 6.27212 -0.46619 0.10
H 2.02466 5.02945 -0.70753 0.11
H 2.19864 2.71188 0.07147 0.10
H 1.93755 -1.45334 1.20372 0.08
H 4.23449 -1.89129 1.92096 0.11
H 5.57433 -0.09210 2.97957 0.10
H 4.57599 2.15259 3.29190 0.11
H 2.27891 2.59261 2.59095 0.10
C 0.04049 -2.41133 4.18868 0.01
C 0.22537 -2.66608 2.70419 -0.66
O 0.84822 -3.64142 2.30372 0.01
O -0.31271 -1.75285 1.96333 -0.23
H 0.60301 -3.13602 4.77121 0.08
H -1.02079 -2.48991 4.43475 0.08
H 0.36913 -1.39864 4.42909 0.07